[1]
{"formula": "C6H9N2O6", "method": "ωB97M-V/def2-TZVPD", "smiles": "O=CN(CCN(O)C(=O)[O-])/C(O)=C/O", "charge": -1, "gap_ev": 7.697, "de_lowest_kcal_mol": 0.0, "symbols": ["O", "C", "N", "C", "C", "N", "O", "C", "O", "O", "C", "O", "C", "O", "H", "H", "H", "H", "H", "H", "H", "H", "H"], "positions_angstrom": [[1.6713, 1.5970, -1.7598], [0.5927, 1.2245, -1.3580], [0.2800, 0.0664, -0.7907], [-0.9406, -0.1475, -0.1108], [-0.8260, 0.0519, 1.4701], [-0.4846, 1.4092, 1.9632], [-1.6070, 2.1837, 1.7217], [0.7939, 2.0911, 1.4156], [1.7707, 1.3295, 1.3427], [0.6254, 3.2817, 1.2579], [1.3365, -1.0180, -0.7962], [2.0950, -1.0249, 0.3007], [1.2878, -1.8508, -1.8355], [2.1639, -2.8941, -2.1127], [-0.3506, 1.7571, -1.6222], [-1.2401, -1.1883, -0.2209], [-1.7258, 0.4294, -0.6675], [-1.8351, -0.2829, 1.8983], [-0.0204, -0.6544, 1.8191], [-1.1061, 3.0156, 1.8136], [2.1365, 0.0237, 0.6844], [0.4167, -1.8354, -2.6234], [2.9320, -2.9075, -1.5741]], "atomic_forces_ev_per_a": [[0.2, -0.2, 0.1], [-0.8, 1.1, -1.8], [2.3, -2.8, -0.3], [-1.3, 0.1, 1.0], [0.0, -0.1, -0.3], [1.4, -2.7, -0.7], [-0.4, 1.3, 0.1], [-2.1, -2.0, 1.0], [1.0, -0.1, -0.1], [0.3, 1.3, -0.2], [-1.9, 1.8, 0.5], [0.8, 1.7, 0.1], [-1.1, -0.4, -1.4], [-1.4, -0.1, -0.9], [0.3, 0.5, 0.5], [0.1, -0.2, -0.2], [0.5, 0.0, 1.1], [1.4, 0.6, -0.3], [-0.9, 0.7, -0.3], [-0.7, 0.9, -0.5], [-0.6, -2.0, -0.4], [2.0, 0.3, 1.8], [0.9, 0.4, 1.1]], "mulliken_charge": [-0.5673, 0.0739, 0.3504, -0.8135, -0.6290, -0.0372, -0.4891, 0.6277, -0.7119, -0.7293, 0.2991, -0.6718, -0.2466, -0.5606, 0.2637, 0.3472, 0.3798, 0.4147, 0.3010, 0.3422, 0.5161, 0.2368, 0.3035]}


[2]
{"formula": "C30H54B3BrCl19F8I2NO7S", "method": "ωB97M-V/def2-TZVPD", "charge": 0, "gap_ev": 8.342, "symbols": ["C", "C", "B", "O", "N", "I", "C", "B", "O", "C", "C", "C", "Cl", "O", "C", "Br", "I", "C", "C", "F", "B", "O", "O", "S", "O", "O", "C", "F", "F", "C", "F", "F", "C", "F", "F", "F", "H", "H", "H", "H", "H", "H", "H", "H", "H", "H", "H", "H", "H", "H", "H", "H", "H", "H", "Cl", "C", "C", "Cl", "H", "H", "H", "H", "Cl", "C", "C", "Cl", "H", "H", "H", "H", "Cl", "C", "C", "Cl", "H", "H", "H", "H", "Cl", "C", "C", "Cl", "H", "H", "H", "H", "Cl", "C", "C", "Cl", "H", "H", "H", "H", "Cl", "C", "C", "Cl", "H", "H", "H", "H", "Cl", "C", "C", "Cl", "H", "H", "H", "H", "Cl", "C", "C", "Cl", "H", "H", "H", "H", "Cl", "C", "C", "Cl", "H", "H", "H", "H"], "positions_angstrom": [[2.2287, 2.2422, 3.9392], [1.3489, 2.4516, 2.6788], [1.4524, 1.2267, 1.6805], [0.5058, 0.2396, 1.7555], [2.5180, 1.0855, 0.7201], [4.0356, 2.4288, 0.8354], [2.5535, 0.1849, -0.4350], [4.0899, 0.3082, -1.0936], [4.2944, 1.1170, -2.1907], [5.3688, -0.4311, -0.5378], [5.9167, -1.5019, -1.5223], [1.4500, 0.4596, -1.5329], [1.5529, 2.2438, -1.8129], [0.1888, 0.1557, -0.9776], [-1.0312, 0.2371, -1.6166], [-1.1194, 0.9939, -3.4133], [-1.8274, -1.8153, -1.8188], [-1.9829, 1.0214, -0.7180], [-2.3323, 0.3627, 0.6091], [-3.6472, -0.1193, 0.5942], [1.6959, -0.3758, -2.9132], [1.3382, -1.6947, -2.9036], [2.1756, 0.2659, -4.0263], [2.4299, -1.6183, 0.0342], [3.2544, -2.3397, -0.9123], [1.0822, -2.0928, 0.1824], [3.2156, -1.9254, 1.7349], [3.6358, -0.8166, 2.3728], [4.3083, -2.6958, 1.4949], [2.3122, -2.7757, 2.6761], [1.1394, -2.1780, 2.9258], [2.0919, -3.9724, 2.0863], [2.9599, -3.0758, 4.0644], [3.2053, -1.9595, 4.7388], [4.0704, -3.7903, 3.9582], [2.0720, -3.7895, 4.7610], [2.3194, 1.1743, 4.1671], [1.7792, 2.7297, 4.8055], [3.2325, 2.6367, 3.7921], [1.5543, 3.4157, 2.2067], [0.3116, 2.5127, 3.0354], [-0.2612, 0.5454, 2.2456], [4.7319, 0.6333, -2.9015], [6.1185, 0.3671, -0.4872], [5.2963, -0.8120, 0.4760], [6.0423, -2.4462, -0.9881], [5.2296, -1.7302, -2.3393], [6.9013, -1.2256, -1.9012], [-1.5540, 2.0190, -0.5773], [-2.9115, 1.1591, -1.2787], [-2.3061, 1.1207, 1.4027], [-1.6397, -0.4344, 0.8850], [2.0405, -2.3301, -3.0815], [2.7876, -0.2577, -4.5516], [-1.0195, -7.0474, 2.2183], [-0.5387, -6.1721, 3.6944], [-0.3584, -7.0888, 4.8759], [-1.9043, -7.7843, 5.4333], [-1.2941, -5.4161, 3.8929], [0.4035, -5.6745, 3.4742], [0.0577, -6.5294, 5.7120], [0.3082, -7.9131, 4.6373], [-8.0308, -3.3109, 2.5735], [-6.4701, -2.8813, 1.8168], [-6.6513, -1.8848, 0.7052], [-7.5079, -2.5942, -0.6910], [-6.0065, -3.7973, 1.4604], [-5.8430, -2.4498, 2.5945], [-5.6794, -1.5484, 0.3480], [-7.2220, -1.0195, 1.0329], [-3.3105, -4.8572, -1.7266], [-3.8131, -6.5180, -2.1391], [-3.4959, -7.4830, -1.0269], [-1.7432, -7.7190, -0.8276], [-3.3159, -6.7974, -3.0640], [-4.8881, -6.4930, -2.3099], [-3.9292, -8.4569, -1.2479], [-3.8906, -7.1304, -0.0769], [2.1082, 6.8356, 3.3819], [3.7361, 7.4314, 2.9651], [4.5012, 6.4356, 2.1343], [4.9202, 4.9752, 3.0722], [4.2555, 7.6570, 3.8926], [3.6066, 8.3523, 2.3995], [5.4355, 6.8760, 1.7914], [3.9254, 6.1174, 1.2676], [-11.1157, -3.4924, 4.1277], [-10.6865, -5.2145, 3.9583], [-11.7615, -6.1254, 4.4909], [-11.9142, -6.0254, 6.2642], [-9.7414, -5.3707, 4.4716], [-10.5408, -5.4024, 2.8958], [-11.5137, -7.1577, 4.2502], [-12.7305, -5.8865, 4.0609], [5.3619, 7.2059, -3.6757], [5.4879, 5.4824, -4.1418], [4.3745, 4.6371, -3.5891], [4.4768, 4.4631, -1.8183], [6.4445, 5.1004, -3.7899], [5.4687, 5.4478, -5.2302], [4.4455, 3.6317, -4.0034], [3.3943, 5.0388, -3.8245], [7.7503, 3.0821, -3.5447], [9.4445, 3.4936, -3.9281], [10.0922, 2.4602, -4.8122], [10.3310, 0.9104, -3.9667], [9.9761, 3.6024, -2.9869], [9.4318, 4.4559, -4.4377], [11.0747, 2.8124, -5.1211], [9.4936, 2.2669, -5.6984], [-0.5685, 9.6551, -3.7565], [1.1466, 9.9568, -4.1340], [1.7218, 8.9074, -5.0488], [1.8634, 7.3240, -4.2460], [1.6911, 10.0011, -3.1945], [1.2005, 10.9297, -4.6193], [2.7266, 9.1989, -5.3519], [1.1099, 8.7770, -5.9373], [-11.3093, -0.1892, -2.7551], [-11.1447, -1.3402, -1.4014], [-11.5692, -0.7396, -0.0875], [-10.4537, 0.5368, 0.4670], [-10.1118, -1.6735, -1.3699], [-11.7792, -2.1939, -1.6338], [-11.5749, -1.5115, 0.6807], [-12.5622, -0.3030, -0.1544]], "atomic_forces_ev_per_a": [[-0.1, -0.1, -0.2], [0.0, -0.1, 0.2], [-0.2, 0.6, 0.1], [0.2, 0.1, -0.2], [-0.7, -0.6, -0.3], [-0.1, -0.2, 0.3], [0.8, 0.4, 0.2], [0.5, 0.2, 0.3], [-0.9, -0.8, -0.4], [0.2, 0.2, -0.3], [0.1, -0.3, 0.5], [-0.5, 0.0, -0.2], [-0.1, 0.0, 0.0], [0.4, 0.5, 0.0], [-0.5, -0.8, 0.4], [0.4, 0.1, 0.0], [0.1, 0.2, 0.0], [-0.4, 0.0, -0.5], [0.1, 0.5, 0.4], [0.3, -0.1, -0.1], [-0.3, 0.2, -0.7], [0.5, 0.2, 0.4], [0.7, 0.1, 0.7], [-1.3, -1.0, -0.8], [0.2, 0.5, 0.4], [0.6, 0.3, 0.3], [0.8, -0.3, 0.2], [-0.3, -0.2, -0.2], [-0.3, 0.3, 0.1], [-0.2, -0.1, -0.1], [0.3, 0.0, 0.0], [0.0, 0.3, 0.1], [-0.3, -0.1, -0.1], [0.1, 0.1, 0.0], [0.2, 0.1, -0.1], [-0.1, -0.2, 0.1], [0.0, 0.1, 0.1], [0.1, 0.0, 0.0], [0.0, 0.0, 0.1], [0.1, 0.0, 0.1], [0.0, 0.0, -0.2], [0.1, -0.1, 0.2], [0.5, 0.3, 0.1], [-0.1, 0.0, 0.1], [-0.1, -0.1, 0.0], [0.0, 0.0, -0.1], [0.1, 0.1, -0.1], [-0.1, 0.1, -0.2], [0.1, -0.1, 0.1], [0.0, 0.0, 0.2], [-0.1, -0.1, -0.1], [-0.2, -0.2, -0.2], [-0.2, -0.1, -0.1], [-0.4, -0.2, -0.4], [0.0, 0.1, 0.2], [0.0, 0.0, 0.0], [0.1, 0.0, 0.0], [0.0, 0.0, 0.0], [0.0, 0.0, 0.0], [0.0, 0.0, 0.0], [0.0, 0.0, 0.0], [0.0, 0.0, 0.0], [0.0, 0.0, 0.0], [0.0, 0.0, 0.0], [0.1, 0.2, 0.0], [0.0, 0.0, -0.1], [0.0, 0.0, 0.0], [0.0, 0.0, 0.0], [0.0, -0.1, 0.0], [-0.1, 0.0, 0.0], [-0.1, -0.1, 0.0], [-0.1, 0.0, 0.0], [-0.1, -0.1, 0.1], [0.0, -0.1, -0.2], [0.1, 0.0, 0.0], [0.0, 0.0, 0.0], [0.0, 0.0, 0.0], [0.0, 0.0, 0.0], [0.0, 0.0, 0.0], [0.0, 0.1, 0.0], [0.0, 0.0, -0.1], [0.1, 0.1, 0.0], [0.0, 0.0, 0.0], [0.0, 0.0, 0.0], [0.0, 0.0, 0.0], [0.0, 0.0, 0.0], [-0.1, 0.0, 0.0], [0.1, 0.0, -0.1], [0.0, -0.1, 0.0], [0.0, 0.0, 0.0], [0.0, 0.0, 0.0], [0.0, 0.0, 0.0], [0.0, 0.0, 0.0], [0.0, 0.0, 0.0], [0.1, -0.1, 0.0], [0.1, 0.0, 0.0], [-0.1, -0.1, 0.0], [0.0, 0.2, -0.2], [-0.2, 0.3, -0.1], [0.0, 0.0, 0.0], [0.0, 0.0, 0.0], [0.0, 0.0, 0.0], [0.1, -0.3, 0.1], [0.0, 0.1, 0.0], [0.0, 0.0, 0.0], [0.0, 0.0, 0.0], [0.0, 0.0, 0.0], [0.0, 0.0, 0.0], [0.0, 0.0, 0.0], [0.0, 0.0, 0.0], [0.0, 0.0, 0.0], [0.0, 0.1, 0.0], [0.1, 0.0, -0.1], [-0.2, 0.0, 0.0], [0.0, 0.0, 0.0], [0.0, 0.0, 0.0], [0.0, 0.0, 0.0], [0.0, 0.0, 0.0], [0.0, 0.0, 0.0], [0.0, -0.1, 0.0], [-0.1, -0.1, 0.1], [0.0, 0.0, 0.0], [0.1, 0.1, 0.0], [0.0, 0.0, 0.0], [0.1, 0.0, 0.0], [0.0, 0.1, 0.0]], "mulliken_charge": [-0.9046, -0.6449, 0.9354, -0.3607, -0.5993, -0.1813, -1.0482, -0.3993, 0.1687, -0.1444, -1.2545, 0.4400, -0.1378, 0.6620, -0.5056, -0.0245, 0.3454, -0.4864, -0.5111, -0.2735, 0.9520, -0.4684, -0.5806, 1.3517, -0.6373, -0.5350, 0.4101, -0.1798, -0.2392, 0.4121, -0.1518, -0.2868, 0.3890, -0.2146, -0.2429, -0.2276, 0.1654, 0.3717, 0.1381, 0.3905, 0.2948, 0.2180, 0.1691, 0.5809, 0.1427, 0.3040, 0.2396, 0.2911, 0.3311, 0.4940, 0.2482, 0.3194, 0.3022, 0.2921, -0.1264, -0.0536, -0.4080, -0.2024, 0.3273, -0.1566, 0.2839, 0.3472, -0.1318, -0.4925, -0.0479, -0.2383, 0.2856, 0.3128, -0.0096, 0.3104, -0.1655, -0.5828, -0.3580, -0.1944, 0.3036, 0.3043, 0.3210, 0.2609, -0.1750, -0.4708, -0.4014, -0.1912, 0.3154, 0.3237, 0.3802, 0.2448, -0.1833, -0.4395, -0.4862, -0.1884, 0.3529, 0.3118, 0.3212, 0.3224, -0.2059, -0.1614, -0.3206, -0.0771, -0.0441, 0.3805, 0.2050, 0.1324, -0.0714, -0.5616, -0.4511, -0.1762, 0.3279, 0.3089, 0.3283, 0.3101, -0.1801, -0.4350, -0.4724, -0.1081, 0.3170, 0.3013, 0.2522, 0.3407, -0.1992, -0.0078, -0.3731, -0.1880, -0.0673, 0.2983, 0.1921, 0.3601]}


[3]
{"formula": "C4H5N3S", "method": "ωB97M-V/def2-TZVPD", "smiles": "Nc1cc(=S)cn[nH]1", "charge": 0, "gap_ev": 7.960, "de_lowest_kcal_mol": 36.1, "symbols": ["N", "C", "C", "C", "S", "C", "N", "N", "H", "H", "H", "H", "H"], "positions_angstrom": [[2.5095, -0.9861, 0.8847], [1.3442, -0.6399, 0.3374], [0.3432, 0.1501, 0.8945], [-0.8580, 0.4813, 0.1468], [-1.9617, 1.6288, 0.5903], [-0.9078, -0.2162, -1.1331], [0.0262, -0.9500, -1.6433], [1.1322, -1.0585, -0.9226], [2.5823, -0.9432, 1.9277], [2.9083, -1.8286, 0.3575], [0.5294, 0.6832, 1.7969], [-1.6636, -0.0181, -1.8298], [1.8256, -1.6436, -1.4019]], "atomic_forces_ev_per_a": [[2.1, -2.0, 0.5], [-2.9, 1.5, -0.1], [-0.3, -0.1, -1.0], [1.7, -0.3, 0.2], [-0.1, -0.2, 0.0], [0.8, 0.0, 0.2], [-0.6, 0.9, 0.2], [1.5, -1.9, -0.8], [0.0, -0.3, -1.7], [-0.3, 1.7, 1.9], [0.0, 0.0, 0.7], [-1.5, 0.1, -0.5], [-0.4, 0.4, 0.5]], "mulliken_charge": [-0.4844, 0.6268, -0.5582, 0.0613, -0.3498, -0.2404, -0.9413, 0.3015, 0.2702, 0.2366, 0.3554, 0.4819, 0.2403]}


[4]
{"formula": "C12H14BN9V", "method": "ωB97M-V/def2-TZVPD", "charge": 2, "gap_ev": [6.052, 4.689], "multiplicity": 4, "s2": 3.801, "de_lowest_kcal_mol": 85.5, "symbols": ["C", "N", "N", "C", "C", "B", "N", "N", "C", "C", "C", "V", "N", "N", "C", "C", "C", "H", "H", "H", "H", "H", "H", "H", "H", "H", "H", "H", "C", "H", "H", "H", "N", "C", "N", "C", "N"], "positions_angstrom": [[2.7692, -0.6864, 0.7821], [1.4799, -0.5370, 0.3935], [1.4612, 0.2096, -0.7725], [2.7482, 0.4414, -1.1456], [3.5924, -0.0897, -0.1797], [0.2241, 0.4817, -1.6858], [-0.7187, -0.7584, -1.5521], [-0.8919, -1.5139, -0.3992], [-1.6409, -2.6104, -0.7335], [-1.8401, -2.6181, -2.1116], [-1.2404, -1.4618, -2.5976], [0.0041, -1.7558, 1.3210], [-0.3962, 1.9794, -1.7453], [-1.0344, 2.6990, -0.7327], [-1.4042, 3.8885, -1.2407], [-1.0095, 3.9734, -2.5988], [-0.3851, 2.7551, -2.8673], [-1.9422, 4.6496, -0.6806], [0.0674, 2.3938, -3.7745], [-1.1681, 4.7906, -3.2684], [0.6790, 0.4094, -2.8247], [-1.0698, -1.1466, -3.6219], [2.9593, 0.8675, -2.1219], [-2.3005, -3.4064, -2.6888], [4.6684, -0.1154, -0.1948], [-1.9639, -3.3185, 0.0213], [3.0257, -1.1985, 1.7026], [-1.5539, -0.9484, 1.6180], [-1.6761, -1.8780, 2.2716], [-2.5760, -2.3853, 1.9296], [-0.7952, -2.6743, 2.1492], [-1.7820, -1.6109, 3.3227], [0.6798, -0.8882, 2.8377], [0.7896, -0.1250, 3.7329], [0.8112, 0.8293, 4.5557], [0.7420, 0.6860, 5.8650], [0.6874, 0.6728, 7.0353]], "atomic_forces_ev_per_a": [[-0.5, 0.7, -1.2], [-0.3, 0.2, -0.1], [0.3, -0.6, 0.4], [-0.4, -0.5, 0.6], [0.0, -0.2, 0.0], [1.2, -0.4, -1.1], [-0.1, -1.0, 0.3], [-1.3, 0.1, -1.5], [0.6, 0.9, -0.9], [0.0, -0.3, 0.1], [0.3, 0.1, 1.2], [7.5, 5.4, -4.6], [0.0, 0.9, -1.6], [-0.4, 0.9, -0.1], [0.4, -0.7, -0.4], [-1.1, 1.2, 1.7], [1.1, -3.4, 1.4], [0.2, -0.4, 0.1], [0.0, 0.0, -0.1], [0.0, 0.3, -0.3], [-0.4, 0.1, 0.5], [-0.3, 0.1, 0.3], [0.0, 0.2, 0.4], [-0.1, 0.2, 0.0], [0.0, 0.1, 0.0], [0.0, 0.0, -0.3], [0.0, 0.1, -0.2], [-0.5, -0.2, 0.6], [-2.2, -1.4, 1.5], [-0.1, 0.1, 0.0], [-4.2, -2.2, 3.2], [0.2, -0.1, -0.1], [0.1, -1.6, -0.9], [-0.5, 3.1, 2.5], [0.6, -2.1, -2.3], [-0.3, 0.3, 3.4], [0.1, -0.1, -2.4]], "mulliken_charge": [-0.1639, 0.2504, 0.0088, -0.0383, -1.0577, -0.0213, -0.1996, 0.4782, -0.1811, -1.0772, -0.0653, 0.5282, 0.6224, -0.6156, -0.1640, -0.5248, -0.0071, 0.4484, 0.4564, 0.4320, -0.1203, 0.4558, 0.4360, 0.4257, 0.4261, 0.4088, 0.4551, 0.5314, -0.8638, 0.3655, 0.3729, 0.3881, -0.5177, 0.4673, -0.4364, 0.4552, -0.3587]}